[1]
Density functional theory data (ωB97M-V with the def2-TZVPD basis set) for a structure of composition C21H22ClN5O3OsS.

```
54
Properties=species:S:1:pos:R:3:forces:R:3:mulliken_charge:R:1
Os 0.508 -0.330 -0.059 -0.37 0.74 0.17 1.704
C -2.155 0.260 -1.694 0.01 0.12 -0.15 -1.187
C -1.281 1.033 -2.674 0.06 -0.08 0.19 -0.836
C 0.035 0.406 -3.074 -0.01 0.07 -0.14 0.495
C 0.669 0.891 -4.205 0.05 0.00 -0.10 -0.865
C 1.850 0.310 -4.637 -0.05 -0.05 0.09 -0.619
C 2.341 -0.792 -3.962 0.07 -0.06 0.04 -0.840
C 1.665 -1.225 -2.833 -0.30 0.18 -0.20 0.666
N 0.566 -0.607 -2.352 0.17 -0.13 0.18 0.027
N -1.775 0.458 -0.283 0.21 -0.12 -0.03 0.121
C -1.893 1.861 0.150 0.10 0.03 0.05 -1.684
C -0.592 2.541 0.528 -0.02 0.06 0.02 1.007
C -0.626 3.872 0.921 0.02 -0.01 -0.01 -1.062
C 0.538 4.489 1.345 -0.05 -0.05 -0.04 -0.333
C 1.718 3.756 1.366 -0.05 0.00 0.01 -0.853
C 1.684 2.448 0.935 0.14 0.16 -0.01 -0.208
N 0.554 1.852 0.520 -0.01 -0.43 -0.13 -0.064
C -2.562 -0.429 0.590 -0.02 -0.14 0.08 -1.367
C -1.957 -0.489 1.967 -0.08 0.03 0.03 0.713
C -2.719 -0.434 3.120 0.02 -0.02 -0.03 -0.840
C -2.081 -0.488 4.352 0.02 0.00 -0.01 -0.441
C -0.699 -0.586 4.390 -0.06 0.00 -0.01 -0.917
C -0.008 -0.645 3.193 0.01 -0.03 0.14 -0.245
N -0.624 -0.604 2.008 0.17 -0.03 -0.17 0.046
H -2.081 -0.806 -1.913 -0.08 -0.02 0.04 0.495
H -3.199 0.561 -1.838 0.00 -0.01 0.00 0.477
H -1.078 2.043 -2.305 -0.05 0.03 -0.02 0.339
H -1.854 1.165 -3.592 0.01 0.05 -0.02 0.659
H 0.235 1.713 -4.758 -0.05 -0.01 0.05 0.486
H 2.361 0.681 -5.516 -0.01 0.01 0.00 0.459
H 3.224 -1.314 -4.306 -0.03 -0.02 0.00 0.416
H 3.042 -2.678 -2.391 -0.02 -0.11 0.10 0.348
H -2.537 1.915 1.031 -0.05 -0.02 -0.03 0.630
H -2.386 2.453 -0.623 -0.04 0.01 0.02 0.658
H -1.564 4.412 0.899 0.01 0.00 0.01 0.499
H 0.524 5.525 1.656 0.01 -0.01 0.01 0.462
H 2.645 4.197 1.705 0.02 -0.03 -0.03 0.450
H 2.583 1.845 0.913 -0.02 -0.02 -0.01 0.493
H -2.554 -1.433 0.159 0.01 0.02 -0.05 0.498
H -3.605 -0.101 0.649 -0.01 -0.01 -0.02 0.501
H -3.796 -0.355 3.054 0.01 0.02 0.00 0.501
H -2.657 -0.445 5.267 0.01 0.00 0.00 0.445
H -0.165 -0.616 5.328 0.02 -0.01 -0.02 0.451
H 1.071 -0.732 3.178 -0.01 0.02 -0.02 0.571
O 2.053 -4.682 -1.403 0.24 -0.35 0.14 -0.481
S 1.126 -3.622 -1.621 -0.10 0.94 -0.01 0.586
N 2.116 -2.350 -2.135 0.05 -0.30 0.10 -0.199
Cl 0.930 -5.269 1.744 0.17 0.24 -0.02 -0.128
C 2.207 -4.041 1.582 -0.21 -0.37 -0.03 -0.689
C 1.716 -2.790 0.916 0.19 0.08 0.10 0.828
O 0.753 -2.871 -0.026 0.02 -0.38 -0.24 -0.344
O 2.126 -1.677 1.193 -0.15 -0.15 0.03 -0.621
H 3.006 -4.468 0.974 0.02 0.04 -0.05 0.350
H 2.601 -3.806 2.566 0.01 0.12 -0.02 0.439
```
Positions in Å, forces in eV/Å.

Calculated values
- max |F| (Eh/bohr) = 0.018
- net charge = +2
- 2S+1 = 5
- electronic energy (eV) = -61535.85731
- relative energy (zero: lowest compared OMol25 entry of this formula, charge and spin) (kcal per mole) = 19.1
- HOMO energy (spin up / spin down) (Eh) = -0.50074 / -0.52386



[2]
Density functional theory data (ωB97M-V with the def2-TZVPD basis set) for a cluster of 3 separate species, C30H73BrClN8O2P2 in total in a non-equilibrium geometry.

```
117
Properties=species:S:1:pos:R:3:forces:R:3:mulliken_charge:R:1
C 1.680 4.816 1.914 -0.33 0.94 -0.28 -0.636
C 2.590 5.569 0.741 0.14 -0.13 0.73 -0.555
C 3.124 4.554 -0.430 -0.68 0.50 -0.44 -0.040
C 2.209 4.794 -1.807 -0.48 -1.09 1.56 -0.800
C 0.631 4.578 -1.313 0.06 0.24 -0.10 0.337
C -0.398 4.284 -2.554 0.58 -0.72 -0.93 -0.684
C -1.034 2.767 -2.514 -0.77 0.24 0.78 -0.580
C -1.846 2.435 -1.095 -0.13 -0.50 -0.83 0.046
C -2.061 0.781 -1.109 -0.16 0.68 1.40 -0.910
C -1.069 0.026 0.004 -1.45 -0.09 -0.65 0.533
C -1.021 -1.548 -0.420 -0.69 0.26 0.18 -0.633
C -0.016 -2.500 0.467 -3.41 -2.33 -1.05 -0.579
N 1.406 -2.028 0.577 0.37 -0.83 -1.27 0.350
Cl 2.350 -3.455 1.001 -1.63 -2.08 -1.52 0.022
C 1.830 -1.645 -0.857 1.42 -0.04 -2.68 -0.001
C 3.445 -1.720 -1.114 4.36 2.59 0.95 0.344
C 4.198 -3.007 -1.872 -1.56 0.25 -0.13 -0.563
N 4.319 -0.684 -0.759 -5.07 -3.82 -1.20 -0.643
C 1.737 -0.991 1.593 0.77 2.72 2.34 0.029
Br 3.515 -1.557 2.424 -0.18 2.48 0.41 -0.056
C 0.727 -0.784 2.848 0.29 -0.10 1.64 0.358
C 1.543 0.003 4.078 -1.49 0.99 0.30 -0.913
H 0.578 4.585 1.517 2.50 0.33 0.86 0.112
H 1.553 5.593 2.796 0.29 -1.75 -1.65 0.348
H 2.195 3.841 2.314 -0.99 1.89 -0.80 0.147
H 1.933 6.455 0.293 1.58 -1.91 0.89 0.266
H 3.523 6.034 1.284 -1.88 -0.80 -1.06 0.319
H 2.940 3.440 -0.056 0.49 2.24 -0.88 -0.195
H 4.275 4.706 -0.660 -2.43 -0.32 0.54 0.359
H 2.360 5.857 -2.274 -0.14 -2.18 0.82 0.290
H 2.484 3.903 -2.524 -0.60 2.02 1.01 0.303
H 0.685 3.687 -0.520 -0.39 1.82 -1.87 -0.386
H 0.208 5.528 -0.742 1.15 -2.02 -1.09 0.192
H -1.253 5.088 -2.657 1.68 -1.70 0.46 0.331
H 0.229 4.349 -3.566 -1.35 -0.06 2.11 0.290
H -0.211 1.914 -2.625 -1.51 1.98 0.11 0.117
H -1.840 2.635 -3.379 1.89 0.23 1.73 0.307
H -1.257 2.772 -0.139 -1.01 -0.72 -1.88 -0.204
H -2.898 2.996 -1.061 2.34 -1.26 -0.21 0.378
H -3.161 0.568 -0.723 2.25 0.18 -1.17 0.320
H -1.876 0.367 -2.193 -0.49 0.76 2.16 0.359
H -0.010 0.549 0.055 -2.19 -1.04 -0.04 -0.229
H -1.667 0.098 1.030 1.71 0.03 -2.04 0.050
H -2.119 -1.982 -0.240 2.49 0.82 -0.29 0.371
H -0.856 -1.647 -1.598 0.00 0.13 2.70 0.245
H -0.511 -2.846 1.497 1.54 1.30 -2.10 0.437
H 0.044 -3.522 -0.154 0.04 2.33 1.44 0.313
H 1.343 -2.458 -1.583 0.97 1.96 1.72 0.257
H 1.493 -0.542 -1.139 0.42 -2.51 0.92 0.131
H 4.214 -3.971 -1.205 -0.09 1.99 -1.13 0.200
H 3.521 -3.260 -2.808 1.57 0.35 1.69 0.055
H 5.290 -2.746 -2.206 -2.35 -0.18 0.83 0.326
H 3.752 0.093 -0.324 0.62 -0.79 -0.49 0.182
H 1.972 0.035 1.047 -0.66 -2.29 1.17 -0.017
H -0.226 -0.137 2.651 1.95 -1.35 -0.21 -0.485
H 0.372 -1.814 3.332 0.85 2.08 -1.37 0.271
H 0.703 0.621 4.659 1.78 -1.38 -1.14 0.166
H 2.011 -0.732 4.859 -0.68 1.49 -1.84 0.370
H 2.292 0.812 3.662 -1.36 -1.89 0.88 0.332
O -1.153 1.657 6.411 2.55 2.92 0.75 -0.917
P -2.092 2.878 6.570 -5.81 -4.15 -1.22 0.784
N -3.019 2.155 7.782 -0.83 -0.26 2.03 0.336
C -4.054 1.159 7.662 -0.34 -0.01 -0.49 -1.096
C -2.385 2.082 9.098 0.37 0.35 -0.09 -1.151
N -2.733 2.714 4.987 1.20 -0.07 -2.25 0.390
C -4.045 2.230 4.610 -0.51 1.07 0.04 -1.226
C -1.777 2.256 3.957 0.22 0.29 0.51 -1.035
N -3.172 4.281 6.753 2.09 0.92 -0.79 -0.071
C -4.451 4.393 7.433 0.23 0.19 1.39 -0.795
C -2.955 5.386 5.821 0.42 0.27 0.07 -1.027
H -4.808 1.322 8.442 0.18 -0.06 0.14 0.384
H -3.669 0.145 7.753 0.03 -0.30 0.02 0.333
H -4.622 1.223 6.736 0.28 0.03 -0.04 0.332
H -2.303 3.086 9.526 0.11 0.06 0.10 0.349
H -1.380 1.653 9.033 0.02 -0.05 0.07 0.256
H -2.954 1.477 9.812 -0.10 0.10 -0.35 0.399
H -4.121 1.146 4.691 -0.02 -0.25 0.05 0.360
H -4.278 2.503 3.568 0.26 -0.04 0.19 0.345
H -4.838 2.697 5.196 0.07 -0.14 0.14 0.230
H -1.652 1.166 3.979 0.07 -0.07 0.01 0.181
H -0.794 2.726 4.103 -0.26 -0.29 0.04 0.262
H -2.106 2.546 2.955 -0.29 0.08 0.11 0.518
H -5.240 3.823 6.939 0.09 -0.21 -0.08 0.223
H -4.795 5.435 7.481 0.33 -0.08 -0.27 0.363
H -4.390 4.081 8.480 -0.07 -0.13 -0.26 0.253
H -3.623 5.314 4.957 -0.02 -0.02 0.03 0.306
H -1.922 5.391 5.458 -0.22 -0.07 -0.04 0.312
H -3.117 6.355 6.304 -0.01 -0.11 0.02 0.401
O 2.765 -4.440 -4.748 3.03 -2.06 -1.18 -0.873
P 2.167 -5.196 -5.959 -6.48 3.17 0.91 0.759
N 1.707 -3.784 -6.763 -0.02 1.61 -1.61 0.359
C 0.572 -2.929 -6.519 -0.46 -0.34 0.15 -1.096
C 2.797 -3.029 -7.379 0.34 -0.38 0.00 -1.161
N 0.927 -5.920 -5.020 0.21 -1.33 2.04 0.340
C -0.483 -5.589 -5.010 -0.24 -0.85 -0.91 -1.100
C 1.307 -6.289 -3.639 0.46 -0.01 -0.40 -0.823
N 1.480 -6.065 -7.352 1.67 -1.43 0.92 -0.120
C 0.615 -5.586 -8.417 0.82 0.64 -1.02 -0.776
C 1.469 -7.524 -7.260 0.47 -0.27 -0.03 -1.022
H 0.229 -2.500 -7.468 0.21 0.12 0.02 0.365
H 0.802 -2.118 -5.830 0.00 0.30 0.20 0.321
H -0.303 -3.455 -6.142 0.23 -0.09 0.12 0.339
H 3.196 -3.585 -8.233 0.15 0.01 -0.05 0.346
H 3.613 -2.855 -6.671 0.05 0.08 0.00 0.247
H 2.478 -2.052 -7.757 -0.21 -0.26 0.14 0.414
H -0.684 -4.669 -4.462 -0.04 0.26 0.13 0.236
H -1.070 -6.393 -4.538 0.32 0.14 0.00 0.389
H -0.891 -5.512 -6.019 0.09 0.20 0.01 0.250
H 1.263 -5.424 -2.965 0.07 0.03 0.08 0.049
H 2.325 -6.703 -3.614 -0.30 0.32 0.04 0.290
H 0.651 -7.070 -3.244 -0.17 0.09 -0.25 0.370
H -0.383 -5.324 -8.061 0.02 0.10 0.22 0.219
H 0.483 -6.343 -9.202 0.18 -0.13 0.37 0.362
H 1.043 -4.726 -8.941 -0.18 -0.04 0.23 0.249
H 0.508 -7.892 -6.887 0.00 0.05 -0.02 0.306
H 2.257 -7.876 -6.586 -0.23 0.06 -0.03 0.310
H 1.665 -7.988 -8.232 -0.01 0.10 0.05 0.397
```
Positions in Å, forces in eV/Å.

Calculated values
- max |F| (Eh/bohr) = 0.141
- net charge = +1
- electronic energy (eV) = -149428.41528
- HOMO energy (Eh) = -0.35059



[3]
Density functional theory data (ωB97M-V with the def2-TZVPD basis set) for a structure of composition C46H32Cl4GaN5O6P2 in a non-equilibrium geometry.

```
96
Properties=species:S:1:pos:R:3:forces:R:3:mulliken_charge:R:1
Ga -0.201 -0.066 -0.020 0.42 -1.05 -0.42 0.622
Cl -6.575 -0.428 -7.156 0.05 0.18 -0.09 -0.208
C -5.348 -0.341 -5.957 1.65 -0.38 2.75 0.256
C -4.616 -1.519 -5.577 -0.83 1.96 -0.91 -0.887
C -3.628 -1.429 -4.618 -0.22 -0.19 0.78 -0.013
C -3.519 -0.290 -3.802 0.31 0.55 0.21 -0.405
C -4.276 0.851 -4.056 -0.21 -0.77 -0.12 -0.138
C -5.128 0.823 -5.153 -0.79 -0.38 -1.12 -0.868
C -2.565 -0.236 -2.669 0.84 -0.02 1.53 1.787
C -2.998 -0.092 -1.332 0.69 0.09 0.72 0.162
C -4.325 0.234 -0.856 -0.21 -0.93 0.31 -1.051
C -4.327 0.061 0.512 -0.02 -0.27 -1.42 -1.444
C -3.030 -0.420 0.884 0.39 0.40 0.83 0.803
C -2.724 -1.018 2.144 0.84 -0.12 -1.04 0.360
C -3.673 -0.898 3.308 -0.17 -1.15 -0.63 -0.369
C -5.023 -1.296 3.198 -0.82 1.04 0.88 -0.225
C -5.940 -1.092 4.270 1.02 -0.84 -0.27 -1.018
C -5.435 -0.696 5.516 0.42 0.16 -1.05 0.397
Cl -6.453 -0.534 6.912 -0.13 -0.04 -0.17 -0.220
C -4.086 -0.405 5.650 0.53 -0.12 -1.01 -0.929
C -3.190 -0.508 4.549 -1.40 -0.04 1.02 -0.192
C -1.501 -1.738 2.281 0.64 -0.06 0.00 0.454
N -0.353 -1.603 1.479 -0.05 -0.25 1.89 0.049
C 0.685 -2.228 2.223 0.30 1.34 -0.72 0.348
C 2.094 -1.987 2.048 -1.66 -0.61 -0.72 0.269
C 3.093 -2.593 3.022 -0.93 0.46 -0.75 0.063
C 2.833 -2.456 4.382 1.01 -0.08 1.19 -0.658
C 3.792 -2.837 5.356 0.29 0.01 -0.81 -0.846
C 4.984 -3.449 4.951 -1.06 0.35 -1.96 0.273
Cl 6.259 -3.921 6.003 -0.07 0.03 0.41 -0.212
C 5.171 -3.702 3.560 0.32 -0.32 0.22 -0.770
C 4.258 -3.265 2.587 -0.01 -0.47 0.77 -0.336
C 2.540 -1.265 0.911 0.02 0.47 -0.56 1.072
C 3.959 -1.058 0.633 -1.91 0.84 -0.10 -1.649
C 4.017 -0.487 -0.613 0.31 -0.61 0.93 -1.776
C 2.708 -0.316 -1.082 -2.21 -0.78 -0.44 0.706
N 1.741 -0.764 -0.154 2.68 0.15 1.23 0.220
C 2.349 -0.104 -2.433 0.33 -0.76 -0.40 1.735
C 1.047 -0.350 -2.888 -1.38 -0.54 0.64 0.630
C 0.646 -0.340 -4.263 -0.12 1.06 -0.15 -1.584
C -0.703 -0.232 -4.308 0.18 -0.46 -0.70 -1.819
C -1.185 -0.324 -2.972 0.44 -1.13 0.73 -0.215
N -0.131 -0.537 -2.103 0.51 1.11 -0.87 -0.280
C 3.409 0.306 -3.462 0.01 0.11 0.56 -0.035
C 3.705 -0.389 -4.652 0.07 1.16 0.31 -0.347
C 4.593 0.114 -5.613 0.04 0.91 0.78 -0.931
C 5.188 1.373 -5.364 -0.44 -1.36 1.02 0.500
Cl 6.502 1.864 -6.376 -0.19 0.39 -0.30 -0.220
C 4.905 2.077 -4.184 -0.50 0.00 -0.87 -1.064
C 4.061 1.512 -3.211 0.52 0.21 -0.83 -0.465
C 0.107 -2.907 3.353 1.31 -1.13 -0.19 -1.059
C -1.198 -2.665 3.385 -1.14 1.10 -0.14 -1.687
N -2.173 -0.340 -0.185 -1.34 -0.03 -1.12 0.458
H -4.851 -2.450 -6.049 0.12 -0.34 -0.36 0.426
H -3.022 -2.319 -4.412 -0.21 0.44 0.08 0.413
H -4.216 1.689 -3.335 -0.03 -0.39 -0.92 0.487
H -5.669 1.724 -5.392 -0.27 0.09 -0.13 0.387
H -5.214 0.378 -1.487 0.66 0.09 0.38 0.513
H -5.194 0.053 1.137 -0.13 0.36 0.17 0.859
H -5.393 -1.672 2.243 0.08 -0.02 0.38 0.776
H -6.987 -1.380 4.198 0.23 0.12 -0.19 0.364
H -3.776 -0.077 6.620 0.52 0.09 0.33 0.421
H -2.135 -0.341 4.660 0.19 0.36 0.17 0.583
H 1.897 -2.033 4.770 0.64 0.10 -0.48 0.550
H 3.621 -2.563 6.386 -0.02 -0.26 0.15 0.414
H 6.073 -4.294 3.294 -0.77 0.62 -0.01 0.342
H 4.384 -3.513 1.512 0.05 0.30 0.99 0.545
H 4.678 -1.161 1.423 0.51 -0.32 -0.39 0.767
H 4.871 -0.369 -1.230 0.67 0.47 -0.23 0.671
H 1.296 -0.275 -5.110 0.16 0.08 -0.16 0.613
H -1.304 -0.128 -5.202 0.05 -0.02 0.20 0.502
H 3.156 -1.280 -4.776 -0.18 -1.08 -0.53 0.747
H 4.843 -0.375 -6.551 -0.16 -0.23 0.34 0.395
H 5.192 3.132 -4.209 0.39 -0.44 0.77 0.335
H 3.908 1.992 -2.257 -0.27 0.37 -0.04 0.612
H 0.665 -3.593 3.994 -0.36 0.33 -0.26 0.772
H -1.880 -3.038 4.139 -0.15 0.14 -0.25 0.621
N 1.844 4.469 1.336 0.36 -0.39 1.29 -0.072
C 0.631 3.641 0.999 -0.81 -0.15 0.28 0.150
C -0.654 4.437 1.098 -0.48 0.96 1.19 -1.803
P 0.535 2.337 2.262 0.54 -2.80 0.89 0.916
O 2.163 2.015 2.298 -0.21 -0.54 0.85 -0.628
O 0.145 2.810 3.634 0.00 -0.16 -1.84 -0.814
O -0.158 1.149 1.556 0.44 1.42 1.69 -0.175
P 0.874 2.929 -0.668 -1.31 -0.75 -0.67 0.861
O 0.432 4.190 -1.640 0.18 -0.93 0.77 -0.611
O 2.329 2.733 -0.703 1.25 0.01 -0.43 -1.073
O -0.084 1.755 -0.906 0.93 1.87 0.01 -0.121
H 1.590 5.407 1.057 0.52 0.55 -0.01 0.375
H 2.678 4.094 0.804 -0.90 0.11 0.31 0.299
H 2.028 4.413 2.395 -0.25 0.21 -1.85 0.426
H -0.832 4.831 2.133 0.30 -0.43 -0.69 0.438
H -1.511 3.782 0.893 0.29 0.23 -0.25 0.307
H -0.635 5.303 0.432 -0.20 -0.22 -0.23 0.496
H 2.435 1.445 3.067 -0.59 0.83 -1.07 0.307
H 0.903 4.065 -2.474 -0.04 0.14 -0.11 0.361
```
Positions in Å, forces in eV/Å.

Calculated values
- max |F| (Eh/bohr) = 0.063
- electronic energy (eV) = -189007.51686
- HOMO energy (spin up / spin down) (Eh) = -0.24786 / -0.24775